Record 1
Below is a 2-piece molecular cluster, C26H30NO overall, with properties calculated with ωB97M-V with the def2-TZVPD basis set.

Cartesian coordinates (Å):
H: 0.415 -3.117 2.336
H: 3.060 2.178 0.781
C: -3.283 1.595 0.332
H: 2.473 -2.847 -0.840
C: 0.971 2.647 1.196
O: -4.850 1.368 -1.545
C: 1.320 -3.595 -3.516
C: 2.374 2.690 1.458
C: -2.537 1.365 -1.991
H: 0.195 -1.002 -1.636
C: -1.231 1.478 -1.584
H: 1.208 1.366 -0.516
H: 1.688 -1.141 2.525
H: -0.431 1.472 -2.324
C: -0.501 -5.083 -4.128
C: 0.831 -4.674 -4.263
H: 1.748 -0.216 0.415
H: -4.091 1.673 1.066
C: 2.011 4.006 3.460
C: -0.850 -3.312 -2.501
H: -2.803 1.245 -3.038
H: -2.369 -4.728 -3.096
N: 0.676 -2.817 0.272
H: 1.492 -5.196 -4.955
H: -1.730 1.709 1.791
H: -5.970 0.715 0.132
C: -1.337 -4.406 -3.229
C: 1.015 -1.697 -1.859
C: 2.149 -1.831 1.810
H: 1.779 4.824 5.447
C: -3.592 1.441 -1.046
H: 3.061 5.572 4.478
C: -1.963 1.662 0.728
H: 3.339 -0.968 0.148
C: 2.296 -1.163 0.419
H: 3.938 3.357 2.785
C: 2.872 3.353 2.566
C: -0.895 1.671 -0.210
C: 0.140 3.469 2.019
C: 0.464 1.819 0.156
H: 3.319 3.972 5.178
H: 2.368 -3.297 -3.596
H: -0.910 3.600 1.763
C: 2.564 4.618 4.708
C: 0.647 4.081 3.154
H: -0.022 4.618 3.832
H: -6.079 2.483 -0.230
H: -0.884 -5.915 -4.715
H: -1.507 -2.789 -1.800
H: 0.205 -3.620 -0.135
H: 1.784 -1.177 -2.444
C: 1.223 -3.041 1.599
H: -6.845 1.289 -1.333
C: 1.637 -2.168 -0.551
C: 0.477 -2.882 -2.650
H: 1.816 -3.975 1.654
C: -6.001 1.474 -0.664
H: 3.124 -2.153 2.187

Properties
Total charge: +1
E_HOMO in eV: -10.6
Kohn-Sham gap in Ha: 0.194

Here are the Mulliken charges for atoms 1 to 5, given in e: 0.39 0.42 -0.56 0.09 0.69

Record 2
Below is C26H31AsFIrN3O10S2 as an isolated structure, with properties calculated with ωB97M-V with the def2-TZVPD basis set.

Cartesian coordinates (Å):
H: -2.478 10.524 0.382
H: -1.293 7.755 0.687
C: 1.105 7.461 2.300
H: 3.403 -4.492 0.254
H: 2.155 -3.575 2.361
F: -5.131 5.427 0.596
H: 4.136 -3.317 -0.830
H: 2.122 6.676 0.568
H: 3.877 -1.533 0.852
C: -1.776 6.789 0.703
O: 0.309 3.325 4.098
C: 1.075 4.465 0.863
N: -3.876 7.956 0.515
H: -5.408 7.591 1.877
C: -3.084 4.334 0.871
S: -2.140 -1.434 -0.674
As: -0.260 1.018 -1.722
C: -3.787 5.485 0.718
C: -4.357 -0.081 -3.769
C: 1.994 -3.078 -0.574
N: 0.361 5.628 0.803
C: -0.935 3.171 1.030
C: 0.487 3.234 0.920
C: 3.669 -2.557 1.167
O: -0.462 2.802 -1.851
H: -6.370 9.758 1.736
C: -3.556 0.930 -4.276
H: -4.313 8.824 -1.359
O: 1.096 0.653 -2.544
H: 1.691 8.379 2.332
H: 2.151 4.565 0.852
C: -1.008 5.610 0.807
C: 0.564 2.195 4.017
C: -3.949 -0.803 -2.654
C: -2.736 -0.504 -2.063
H: -3.583 3.375 0.908
H: -4.601 11.283 1.482
O: 1.364 -0.759 0.424
O: -2.139 -0.415 0.428
C: 3.389 -3.443 -0.048
C: -5.278 8.051 0.898
H: 4.514 -2.912 1.756
O: -3.024 -2.542 -0.455
H: -1.732 2.043 -4.046
H: 0.394 3.117 -2.174
H: 2.001 -2.328 -1.365
O: 0.817 1.069 3.949
H: -5.297 -0.320 -4.249
C: -3.152 6.744 0.645
C: -1.941 0.525 -2.546
N: -4.393 10.321 1.219
O: 1.163 2.095 0.928
H: -3.867 1.481 -5.154
C: 2.373 -2.580 1.964
H: -3.905 9.876 1.998
Ir: -0.150 0.612 0.581
H: 1.403 -3.929 -0.907
C: 1.105 6.888 0.892
C: -3.554 8.867 -0.568
H: -4.541 -1.615 -2.255
H: -2.605 8.603 -1.025
C: -3.475 10.281 0.020
S: 1.085 -2.241 0.753
C: -1.681 4.380 0.923
H: 0.697 7.590 0.164
H: -5.963 7.558 0.204
H: -3.805 11.051 -0.676
C: -5.648 9.542 0.953
H: -6.037 9.910 0.006
H: 2.284 -1.845 2.762
O: -1.481 2.032 1.237
O: -0.772 -1.766 -1.062
H: 0.095 7.682 2.645
H: 1.546 6.749 2.998
C: -2.349 1.242 -3.662

Properties
Total charge: +1
E_HOMO in eV: -9.6
Kohn-Sham gap in Ha: 0.230

Here are the Mulliken charges for atoms 1 to 5, given in e: 0.42 0.60 -1.02 0.31 0.41

Record 3
Below is C26H31AsFIrN3O10S2 as an isolated structure, with properties calculated with ωB97M-V with the def2-TZVPD basis set.

Cartesian coordinates (Å):
C: -1.877 8.703 0.947
C: 1.916 2.268 0.270
H: -1.857 3.780 0.176
H: -5.356 -3.000 -0.057
H: -2.272 10.562 2.042
H: 3.891 2.948 0.400
C: 2.852 3.255 0.372
H: -5.752 -4.506 -1.964
H: 1.804 -1.706 1.411
N: -0.607 8.209 0.432
O: 1.684 -0.094 -0.168
H: -0.892 9.299 -1.357
C: 1.296 5.025 0.380
C: -0.168 -1.844 3.819
H: 3.528 6.286 1.202
O: -2.274 -0.123 0.729
C: -2.291 -2.916 -1.459
Ir: -0.295 -0.118 0.304
H: 2.303 -3.823 2.536
As: -3.130 -1.544 1.046
C: -4.555 -3.213 -0.750
H: 4.324 5.291 -1.597
C: -0.339 6.815 0.385
O: 0.260 0.353 2.225
H: -1.175 -1.596 3.472
C: -3.312 -2.627 -0.551
C: 3.738 5.508 0.468
H: -2.100 10.789 0.298
H: -2.722 8.531 0.277
H: 0.309 11.218 -0.611
S: 0.960 -0.533 3.281
C: -1.744 10.221 1.155
O: 0.191 -2.972 -2.179
H: 0.109 9.919 2.001
O: 3.689 0.728 0.307
H: -1.689 -3.974 -3.212
H: -2.092 8.201 1.890
H: 0.688 8.547 -1.183
N: -0.288 10.551 1.303
H: 0.056 -3.992 3.906
C: -3.755 -4.336 -2.721
C: 2.487 0.858 0.141
H: 1.507 10.241 0.261
H: -3.922 -4.998 -3.559
H: 4.897 6.774 -0.832
N: 2.604 4.577 0.435
S: -0.670 -2.219 -1.336
O: -0.448 1.887 0.188
H: -0.160 11.508 1.633
C: -4.776 -4.060 -1.829
C: 4.055 6.086 -0.902
C: 0.453 10.333 0.007
C: -1.346 5.846 0.280
C: -0.102 9.056 -0.636
H: -5.028 -0.901 2.088
C: 2.095 -1.681 2.460
F: -2.630 6.247 0.179
C: 1.861 -3.027 3.136
C: 0.344 -3.166 3.258
O: -0.315 -2.205 0.134
O: -4.790 -0.978 1.157
C: 0.265 4.082 0.296
C: -1.064 4.512 0.253
H: 1.751 7.133 0.539
C: -2.505 -3.764 -2.536
H: -0.105 -3.335 2.280
H: 2.332 -3.054 4.122
H: 3.203 6.623 -1.322
O: -0.767 -0.750 -1.636
C: 0.547 2.647 0.247
C: 0.974 6.388 0.438
H: -0.138 -1.812 4.909
H: 3.106 -1.286 2.534
O: -2.739 -2.383 2.387
H: 4.590 4.948 0.847

Properties
Total charge: +1
E_HOMO in eV: -9.8
Kohn-Sham gap in Ha: 0.232

Here are the Mulliken charges for atoms 1 to 5, given in e: -0.68 -0.50 0.66 0.54 0.38

Record 4
Below is C26H31AsMnN2O4 as an isolated structure, with properties calculated with ωB97M-V with the def2-TZVPD basis set.

Cartesian coordinates (Å):
C: -0.856 1.105 -4.354
C: -2.327 1.841 0.708
H: 1.790 -3.016 0.372
H: 0.216 -2.262 -5.028
H: -0.141 -1.351 3.988
C: 0.470 4.611 -1.416
H: 0.019 0.685 -3.874
H: -2.415 7.175 -1.093
H: -2.950 1.291 2.686
C: -0.370 -1.945 -2.057
H: 1.633 -1.305 -2.552
C: -2.199 -2.496 -3.536
H: -5.368 -0.206 -0.518
H: -4.880 -0.039 1.893
C: -1.156 0.816 -5.678
C: 1.131 -1.874 -1.768
H: -3.936 2.722 -6.049
H: -3.404 3.275 -3.709
O: 0.083 1.417 -1.368
C: 1.151 -1.554 1.818
O: 0.197 -0.740 1.753
C: -0.289 6.870 -1.097
H: 1.422 -0.943 4.727
C: -3.080 2.267 -5.571
C: 0.748 5.954 -1.208
C: -1.613 6.456 -1.187
H: -0.281 -3.911 -4.626
C: -3.688 0.987 -1.109
H: -2.472 -3.490 -3.887
C: -1.675 1.981 -3.651
C: -2.268 1.391 -6.281
H: 2.948 -1.696 0.637
H: -3.890 0.890 -2.169
H: -2.939 4.793 -1.450
H: 2.417 -3.818 3.714
N: 1.533 -2.085 2.960
H: -2.791 -2.241 -2.666
C: -2.782 2.573 -4.252
C: 1.888 -1.941 0.540
H: 3.501 -2.423 3.610
H: -1.522 2.485 1.055
H: 1.270 3.886 -1.499
N: -0.778 -2.489 -3.187
C: -3.146 1.194 1.627
C: -2.600 1.728 -0.668
H: 1.561 -2.877 -1.742
C: -4.236 0.455 1.178
O: -1.167 -1.478 -1.211
H: 3.055 -3.321 2.150
O: 1.338 -1.202 -0.538
H: -2.496 1.167 -7.314
H: -0.067 7.916 -0.935
H: 1.114 -3.205 -3.823
C: 2.696 -2.959 3.108
C: -4.512 0.362 -0.179
H: -0.512 0.161 -6.250
C: 0.856 -1.716 4.206
C: -1.906 5.118 -1.393
C: -0.857 4.209 -1.511
Mn: -0.529 0.070 0.025
As: -1.221 2.378 -1.846
H: 0.794 -2.598 4.838
H: -2.382 -1.773 -4.333
H: 1.775 6.285 -1.133
C: 0.127 -2.989 -4.219

Properties
Total charge: +2
Multiplicity: 6
E_HOMO (spin up / spin down) in eV: -14.4 / -14.4
Kohn-Sham gap (spin up / spin down) in Ha: 0.352 / 0.340

Here are the Mulliken charges for atoms 1 to 5, given in e: -0.35 -0.57 0.53 0.23 0.30

How do the records compare in DFT total energy? In the order shown, they have -30979.213; -140469.636; -140470.148; -130782.636 eV.
How do the records compare in ΔE to the lowest compared entry with this formula, charge and spin? In the order shown, they have 43.2; 49.4; 0.0; 14.0 kJ/mol.